Entry 1:
A cluster of 5 separate species, C22H44FN2O11PS4 in total, computed with wB97M-V/def2-TZVPD.

Output
HOMO level, hartree: -0.313
LUMO energy, eV: 0.160

Geometry as XYZ:
```
85
Properties=species:S:1:pos:R:3:mulliken_charge:R:1
N -1.64 -3.16 7.41 -0.664
C -1.05 -3.53 6.13 -0.607
C 0.38 -2.99 5.96 -1.307
C 0.58 -1.67 5.18 2.254
P -0.84 -0.50 5.59 -0.099
N -0.21 1.06 5.18 -0.544
O -1.83 -0.75 4.32 -0.493
C 0.85 -1.90 3.68 -1.752
C 1.82 -0.80 3.31 0.629
F 1.17 0.33 2.81 -0.343
O 2.49 -0.43 4.49 -0.374
C 1.94 -1.09 5.56 -0.127
O 2.53 -1.20 6.58 -0.568
H -1.49 -2.18 7.61 0.285
H -2.64 -3.33 7.43 0.245
H -0.97 -4.63 6.12 0.419
H -1.68 -3.29 5.26 0.331
H 0.83 -2.92 6.95 0.470
H 0.93 -3.75 5.41 0.438
H -0.11 1.59 6.05 0.264
H -0.92 1.55 4.64 0.228
H -1.46 -0.40 3.49 0.309
H 0.01 -1.82 2.99 0.426
H 1.40 -2.83 3.51 0.419
H 2.53 -1.09 2.53 0.181
C -0.15 -1.86 -1.70 -0.399
C 0.75 -0.64 -1.94 -0.213
C 1.88 -0.70 -0.90 -0.577
S 2.11 -2.44 -0.51 1.148
O 1.74 -2.65 0.87 -0.543
O 3.39 -2.89 -1.00 -0.716
C 0.79 -3.05 -1.55 -1.015
H -0.85 -2.00 -2.52 0.448
H -0.73 -1.72 -0.79 0.212
H 1.17 -0.69 -2.94 0.240
H 0.20 0.29 -1.85 -0.057
H 2.82 -0.31 -1.26 0.410
H 1.60 -0.20 0.03 0.231
H 0.33 -3.92 -1.07 0.444
H 1.24 -3.34 -2.50 0.383
C 5.92 -3.76 1.35 -0.454
C 6.58 -2.42 1.02 -0.546
C 8.06 -2.69 0.76 -0.689
S 8.16 -4.38 0.14 1.135
O 8.89 -5.18 1.09 -0.653
O 8.54 -4.37 -1.25 -0.672
C 6.41 -4.74 0.29 -0.704
H 4.83 -3.69 1.34 0.135
H 6.23 -4.09 2.35 0.378
H 6.11 -2.00 0.13 0.204
H 6.45 -1.70 1.83 0.394
H 8.49 -2.03 0.01 0.380
H 8.66 -2.64 1.67 0.341
H 6.29 -5.79 0.56 0.444
H 5.95 -4.54 -0.67 0.311
C -4.35 3.38 -1.71 -0.711
C -2.92 3.92 -1.73 -0.470
C -2.02 2.85 -1.10 -0.785
S -2.83 1.27 -1.42 1.193
O -3.21 0.69 -0.16 -0.709
O -2.04 0.50 -2.35 -0.656
C -4.27 1.95 -2.23 -0.625
H -5.02 3.97 -2.32 0.333
H -4.74 3.38 -0.68 0.383
H -2.61 4.10 -2.76 0.144
H -2.83 4.86 -1.19 0.370
H -1.02 2.82 -1.54 0.382
H -1.94 2.96 -0.02 0.418
H -5.13 1.33 -1.99 0.437
H -4.08 1.93 -3.30 0.295
C -6.14 6.02 -6.37 -0.539
C -4.71 6.60 -6.41 -0.682
C -3.78 5.55 -5.79 -0.484
S -4.55 3.95 -6.10 1.106
O -4.92 3.37 -4.84 -0.573
O -3.77 3.20 -7.05 -0.712
C -6.02 4.59 -6.89 -0.755
H -6.83 6.61 -6.98 0.358
H -6.51 6.01 -5.35 0.285
H -4.42 6.79 -7.45 0.289
H -4.65 7.54 -5.87 0.348
H -2.79 5.54 -6.24 0.417
H -3.69 5.67 -4.71 0.171
H -6.87 3.95 -6.63 0.390
H -5.85 4.57 -7.97 0.362
```



Entry 2:
A cluster of 3 separate species, C22H44IN2O in total at a distorted geometry, computed with wB97M-V/def2-TZVPD.

Output
HOMO level, hartree: -0.438
Charge: +1
LUMO energy, eV: -5.230

Geometry as XYZ:
```
70
Properties=species:S:1:pos:R:3:mulliken_charge:R:1
C -7.27 -5.75 1.25 -0.517
C -5.88 -6.61 1.30 -0.400
C -5.43 -6.99 2.80 -0.537
O -4.24 -6.25 3.27 -0.384
C -4.56 -4.89 3.06 0.346
C -5.73 -4.20 3.88 -0.409
C -6.01 -2.69 3.53 -0.290
C -5.05 -2.10 2.40 0.323
C -5.28 -0.56 1.95 -0.409
C -5.55 -0.62 0.34 -0.336
C -6.96 0.06 -0.05 -1.170
I -3.89 0.34 -0.76 0.206
N -4.02 -2.81 1.76 -0.682
N -3.86 -4.09 2.10 0.370
H -7.97 -6.09 0.41 0.326
H -6.94 -4.66 1.04 -0.035
H -7.75 -5.73 2.29 0.211
H -6.15 -7.61 0.77 0.350
H -5.06 -6.14 0.66 0.329
H -6.33 -6.89 3.49 0.265
H -5.11 -8.10 2.77 0.362
H -6.35 -4.77 4.65 0.425
H -6.83 -2.08 4.04 0.325
H -4.34 0.06 2.15 0.372
H -6.21 -0.21 2.52 0.314
H -5.62 -1.72 0.00 0.285
H -7.14 0.10 -1.19 0.350
H -7.08 1.08 0.46 0.339
H -7.83 -0.59 0.36 0.306
H -3.11 -4.60 1.59 0.399
C 0.00 1.42 -0.16 -1.006
C 0.73 2.73 -0.44 0.210
C 0.37 3.34 -1.79 -0.751
C 0.74 2.50 -3.02 -0.683
C 2.22 2.12 -3.13 -0.273
C 3.14 3.33 -3.28 -1.168
H 0.27 0.65 -0.88 0.311
H 0.26 1.05 0.84 0.386
H -1.08 1.56 -0.20 0.043
H 1.81 2.57 -0.36 -0.281
H 0.46 3.45 0.34 0.381
H 0.85 4.32 -1.87 0.335
H -0.71 3.54 -1.82 0.351
H 0.44 3.04 -3.92 0.377
H 0.14 1.58 -3.01 0.267
H 2.34 1.48 -4.01 0.364
H 2.53 1.52 -2.27 0.153
H 2.87 3.91 -4.16 0.360
H 4.17 2.99 -3.40 0.333
H 3.10 3.97 -2.40 0.266
C 5.35 2.12 0.42 -0.885
C 6.35 1.54 -0.56 -0.131
C 7.81 1.73 -0.13 -0.833
C 8.27 3.19 0.00 -0.703
C 8.12 4.03 -1.27 -0.217
C 8.96 3.52 -2.44 -1.207
H 5.45 3.20 0.52 0.296
H 4.33 1.92 0.09 0.080
H 5.47 1.67 1.41 0.346
H 6.19 1.98 -1.55 0.007
H 6.16 0.47 -0.67 0.399
H 8.45 1.20 -0.84 0.337
H 7.96 1.24 0.84 0.356
H 9.32 3.19 0.30 0.380
H 7.72 3.67 0.81 0.305
H 8.43 5.06 -1.04 0.349
H 7.07 4.09 -1.57 0.148
H 10.02 3.49 -2.17 0.303
H 8.84 4.19 -3.30 0.378
H 8.65 2.52 -2.75 0.284
```



Entry 3:
A structure of composition C22H44N3OP3STb at a distorted geometry, computed with wB97M-V/def2-TZVPD.

Output
HOMO level (alpha / beta), hartree: -0.550 / -0.550
Spin multiplicity: 7
Charge: +3
ΔE to the lowest compared entry with this formula, charge and spin, kJ/mol: 0.0
LUMO energy (alpha / beta), eV: -10.057 / -9.077

Geometry as XYZ:
```
75
Properties=species:S:1:pos:R:3:mulliken_charge:R:1
Tb -0.22 0.20 0.92 0.051
P -2.14 2.17 0.60 0.791
P -2.45 -1.52 1.69 0.879
P 1.51 1.62 -0.65 1.029
H -1.21 -2.72 -0.90 0.490
C -0.13 -2.56 -1.03 -0.566
C 0.82 -2.89 -0.16 -0.499
H 0.60 -3.29 0.84 0.263
C -3.19 2.24 -0.89 -1.165
C -3.35 2.22 1.97 -0.979
C -1.41 3.84 0.73 -1.172
C -2.22 -3.35 1.80 -1.247
C -2.99 -1.20 3.43 -1.218
C -4.07 -1.45 0.83 -1.265
C 2.87 0.55 -1.23 -1.031
C 2.41 3.02 0.05 -1.319
C 0.67 2.34 -2.09 -1.183
H 0.13 -1.92 -1.88 -0.031
H 1.87 -2.65 -0.36 0.357
H -3.81 3.14 -0.85 0.434
H -3.82 1.33 -0.92 0.350
H -2.54 2.26 -1.78 0.353
H -3.88 3.18 1.90 0.536
H -2.81 2.16 2.93 0.158
H -4.06 1.39 1.89 0.287
H -2.24 4.55 0.81 0.541
H -0.79 4.06 -0.15 0.300
H -0.79 3.89 1.63 0.296
H -3.19 -3.85 1.85 0.400
H -1.65 -3.58 2.70 0.390
H -1.66 -3.69 0.93 0.371
H -3.92 -1.75 3.66 0.475
H -3.16 -0.13 3.58 0.222
H -2.21 -1.53 4.11 0.365
H -4.81 -2.10 1.31 0.485
H -3.93 -1.78 -0.21 0.392
H -4.46 -0.42 0.81 0.285
H 3.37 1.08 -2.04 0.450
H 2.49 -0.41 -1.60 0.189
H 3.56 0.36 -0.40 0.383
H 2.99 3.46 -0.76 0.464
H 3.06 2.65 0.85 0.397
H 1.69 3.75 0.47 0.342
H 1.45 2.69 -2.78 0.499
H 0.02 3.17 -1.80 0.373
H 0.06 1.58 -2.58 0.206
C 1.43 -1.12 -5.53 0.225
C 0.93 -0.54 -6.72 -0.280
C 1.00 -1.21 -7.94 -0.507
C 1.64 -2.46 -8.03 -0.427
C 2.27 -2.97 -6.90 -0.520
C 2.20 -2.30 -5.68 -0.353
S 1.28 -0.32 -3.99 -0.150
H 0.25 -0.95 -3.24 0.130
H 0.47 0.46 -6.67 0.361
H 0.58 -0.78 -8.84 0.367
H 1.67 -2.99 -8.98 0.397
H 2.83 -3.90 -6.96 0.363
H 2.74 -2.68 -4.81 0.348
C 0.07 1.17 5.75 -0.983
N 1.03 0.58 4.80 0.027
C 2.27 0.19 5.25 -0.300
C 3.15 -0.37 4.38 -1.051
C 2.75 -0.58 3.06 0.855
N 1.52 -0.19 2.62 0.270
C 0.69 0.40 3.51 0.572
O -0.44 0.82 3.05 -0.454
N 3.55 -1.14 2.12 -0.271
H -0.84 1.43 5.19 0.246
H 0.51 2.06 6.21 0.405
H -0.15 0.43 6.53 0.385
H 2.43 0.38 6.30 0.559
H 4.14 -0.67 4.71 0.443
H 4.45 -1.49 2.38 0.261
H 3.15 -1.36 1.21 -0.047
```



| no. | E (eV) |
| --- | --- |
| 1 | -104377.7136 |
| 2 | -36644.4791 |
| 3 | -91157.6637 |